C38H90F6O34S10 | ωB97M-V with the def2-TZVPD basis set

CARTESIAN COORDINATES (ANGSTROEM)
O  -1.395  2.831  4.534
S  -1.611  2.074  3.309
O  -0.952  0.838  2.983
O  -3.185  1.783  3.122
C  -4.104  2.865  3.386
C  -4.471  3.069  4.877
C  -1.332  3.107  1.807
H  -5.035  2.782  2.825
H  -3.742  3.778  2.913
H  -5.268  2.382  5.161
H  -4.828  4.091  5.001
H  -3.661  2.943  5.595
H  -2.079  3.880  1.625
H  -1.151  2.469  0.942
H  -0.339  3.518  1.992
O  0.702  -4.971  -4.607
S  0.590  -4.862  -3.123
O  -0.533  -4.131  -2.544
O  0.683  -6.320  -2.445
C  1.626  -7.281  -2.884
C  1.169  -8.646  -2.375
C  2.259  -4.047  -2.505
H  2.623  -6.983  -2.560
H  1.672  -7.248  -3.972
H  1.963  -9.387  -2.281
H  0.396  -9.066  -3.019
H  0.676  -8.540  -1.408
H  2.932  -4.135  -3.358
H  2.543  -4.717  -1.693
H  2.015  -3.021  -2.229
O  -2.095  5.285  -1.100
S  -3.271  4.418  -1.353
O  -3.662  3.405  -0.370
O  -4.629  5.397  -1.562
C  -4.603  6.506  -2.449
C  -5.639  6.343  -3.624
C  -3.074  3.723  -3.071
H  -3.608  6.661  -2.866
H  -4.816  7.416  -1.887
H  -6.642  6.177  -3.230
H  -5.280  5.577  -4.311
H  -5.586  7.324  -4.095
H  -3.060  4.531  -3.802
H  -3.957  3.124  -3.295
H  -2.200  3.110  -3.289
O  6.324  4.615  0.237
S  5.398  5.717  0.427
O  4.990  6.545  -0.705
O  4.031  5.130  1.169
C  3.575  3.869  0.788
C  2.855  3.124  1.900
C  6.024  6.876  1.778
H  4.336  3.325  0.229
H  2.923  4.169  -0.032
H  2.038  3.719  2.307
H  3.494  2.823  2.730
H  2.353  2.244  1.496
H  6.796  6.296  2.284
H  5.181  7.013  2.456
H  6.404  7.833  1.421
O  0.283  0.060  -6.999
S  -0.238  -0.391  -5.678
O  -0.935  0.482  -4.736
O  -1.218  -1.728  -6.038
C  -1.958  -2.389  -5.060
C  -2.643  -3.596  -5.640
C  1.150  -1.278  -4.822
H  -2.660  -1.596  -4.804
H  -1.342  -2.510  -4.169
H  -2.985  -3.331  -6.640
H  -3.507  -4.038  -5.142
H  -1.872  -4.357  -5.755
H  2.004  -0.604  -4.892
H  1.378  -2.165  -5.414
H  0.868  -1.554  -3.806
O  9.789  -2.914  0.925
S  9.386  -1.704  1.628
O  9.698  -0.382  1.031
O  7.836  -1.784  2.127
C  7.328  -0.628  2.806
C  5.913  -0.991  3.280
C  10.177  -1.812  3.249
H  7.372  0.100  1.996
H  7.881  -0.361  3.706
H  5.432  -1.193  2.324
H  5.467  -0.160  3.827
H  5.911  -1.896  3.888
H  9.977  -0.839  3.697
H  11.236  -1.985  3.058
H  9.899  -2.632  3.911
O  -4.601  -0.170  -2.353
S  -5.478  0.215  -3.474
O  -6.499  1.250  -3.322
O  -4.517  0.632  -4.789
C  -5.017  0.878  -6.117
C  -3.890  0.551  -7.092
C  -6.370  -1.316  -4.102
H  -5.410  1.876  -6.310
H  -5.869  0.206  -6.212
H  -3.842  -0.538  -7.071
H  -2.969  0.889  -6.618
H  -4.057  0.935  -8.099
H  -7.205  -1.102  -4.769
H  -6.774  -1.769  -3.197
H  -5.669  -2.045  -4.508
O  -2.826  -4.481  0.974
S  -3.798  -3.385  0.693
O  -5.156  -3.249  1.243
O  -3.020  -1.888  0.796
C  -3.024  -1.237  2.066
C  -2.251  -1.958  3.210
C  -4.073  -3.379  -1.212
H  -4.072  -0.998  2.247
H  -2.563  -0.253  1.973
H  -2.343  -1.431  4.160
H  -1.184  -2.087  3.032
H  -2.729  -2.931  3.325
H  -4.830  -2.612  -1.371
H  -4.333  -4.373  -1.576
H  -3.110  -3.096  -1.636
O  3.262  3.393  -2.406
S  3.811  3.929  -3.703
O  5.124  3.631  -4.224
O  2.739  3.445  -4.922
C  1.330  3.331  -4.583
C  0.468  3.526  -5.871
C  3.378  5.696  -3.869
H  0.989  4.117  -3.910
H  1.107  2.394  -4.071
H  0.420  4.613  -5.933
H  -0.526  3.120  -5.683
H  0.819  3.079  -6.802
H  4.172  6.283  -3.407
H  2.427  5.939  -3.395
H  3.360  5.901  -4.939
O  0.444  2.365  -1.002
S  0.496  0.942  -1.154
O  1.255  0.370  -2.230
O  0.891  0.318  0.346
C  0.924  -1.110  0.532
C  1.977  -1.509  1.576
C  -1.246  0.334  -1.100
H  1.101  -1.654  -0.396
H  -0.064  -1.447  0.848
H  1.572  -1.424  2.584
H  2.859  -0.890  1.406
H  2.334  -2.511  1.335
H  -1.725  0.489  -2.067
H  -1.825  0.684  -0.246
H  -1.326  -0.750  -1.185
C  -1.746  0.536  6.369
C  -0.814  -0.661  6.614
O  0.389  -0.429  5.906
C  1.398  -1.309  6.077
O  1.288  -2.328  6.741
C  2.789  -1.015  5.408
F  2.738  0.071  4.616
F  3.663  -0.750  6.373
F  3.068  -2.059  4.680
H  -2.638  0.463  6.992
H  -2.229  0.583  5.393
H  -1.347  1.501  6.682
H  -1.433  -1.488  6.266
H  -0.713  -0.929  7.665
C  -1.622  -3.796  8.369
C  -1.054  -5.217  8.118
O  -0.116  -5.144  6.998
C  -0.547  -5.037  5.680
O  -1.742  -4.924  5.452
C  0.488  -4.818  4.539
F  0.149  -5.611  3.520
F  0.424  -3.592  4.024
F  1.750  -5.055  4.905
H  -0.860  -3.017  8.343
H  -2.140  -3.851  9.327
H  -2.288  -3.515  7.553
H  -1.754  -5.996  7.818
H  -0.563  -5.523  9.042

Total charge: 0
Energy relative to the best compared isomer or geometry (same formula, charge and spin) in eV: 4.6407
Total energy in eV: -235128.05989
Maximum force in eV/Å: 4.69
SMILES: CCOC(=O)C(F)(F)F.CCOC(=O)C(F)(F)F.CCOS(C)(=O)=O.CCOS(C)(=O)=O.CCOS(C)(=O)=O.CCOS(C)(=O)=O.CCOS(C)(=O)=O.CCOS(C)(=O)=O.CCOS(C)(=O)=O.CCOS(C)(=O)=O.CCOS(C)(=O)=O.CCOS(C)(=O)=O
Spin multiplicity: 1

Atomic partial charges in e from the Löwdin method, atoms 1 to 5: -0.28, 0.63, -0.28, -0.27, -0.24

---

C38H93N2O33P6S2 | ωB97M-V with the def2-TZVPD basis set

CARTESIAN COORDINATES (ANGSTROEM)
C  -1.925  5.299  -6.691
C  -1.624  5.014  -5.218
C  -2.538  3.942  -4.663
O  -2.951  3.061  -5.352
O  -2.862  3.936  -3.318
C  -3.498  5.136  -2.862
C  -3.797  5.069  -1.381
C  -2.629  4.940  -0.402
C  -2.240  3.473  -0.056
C  -2.684  3.114  1.357
C  -1.989  3.959  2.450
C  -0.896  3.235  3.260
C  0.501  3.682  2.762
S  1.302  4.760  3.916
O  2.271  4.065  4.705
O  0.345  5.529  4.649
O  2.096  5.726  2.919
O  -0.832  3.296  -0.072
C  -0.374  3.524  -1.402
C  1.018  2.935  -1.577
C  1.355  2.580  -3.024
C  0.502  1.433  -3.597
C  -0.013  1.716  -5.028
S  1.088  1.169  -6.304
O  0.423  1.406  -7.547
O  1.450  -0.199  -6.128
O  2.341  2.151  -6.245
C  -0.404  5.034  -1.635
N  -1.386  5.721  -0.732
N  -1.656  7.054  -1.183
C  -2.015  7.897  -0.260
C  -3.262  8.680  -0.485
C  -1.223  8.184  0.989
H  -1.180  5.989  -7.080
H  -1.944  4.382  -7.271
H  -2.895  5.784  -6.807
H  -0.591  4.657  -5.178
H  -1.658  5.950  -4.663
H  -2.915  6.016  -3.124
H  -4.458  5.238  -3.379
H  -4.406  4.176  -1.217
H  -4.440  5.914  -1.141
H  -2.980  5.359  0.542
H  -2.740  2.782  -0.741
H  -2.424  2.068  1.523
H  -3.770  3.204  1.409
H  -2.764  4.262  3.154
H  -1.607  4.884  2.010
H  -0.970  2.153  3.222
H  -0.987  3.602  4.280
H  0.466  4.190  1.804
H  1.143  2.806  2.683
H  2.886  6.043  3.390
H  -1.038  2.975  -2.072
H  1.765  3.578  -1.107
H  1.009  1.999  -1.012
H  1.303  3.479  -3.650
H  2.397  2.251  -3.038
H  1.082  0.512  -3.663
H  -0.367  1.199  -2.983
H  -0.984  1.267  -5.211
H  -0.092  2.796  -5.147
H  2.493  2.474  -5.345
H  -0.637  5.287  -2.666
H  0.583  5.451  -1.439
H  -0.881  5.791  0.161
H  -4.091  8.078  -0.107
H  -3.239  9.668  -0.036
H  -3.400  8.782  -1.564
H  -1.618  9.065  1.482
H  -1.343  7.368  1.718
H  -0.158  8.256  0.784
C  8.362  5.396  6.913
O  7.842  5.366  5.572
P  7.067  6.646  5.023
O  7.162  7.817  5.894
O  5.604  6.133  4.710
C  4.819  5.648  5.809
O  7.599  6.812  3.549
C  9.018  6.847  3.347
H  7.555  5.493  7.636
H  8.882  4.455  7.074
H  9.060  6.221  7.034
H  4.845  6.346  6.647
H  5.179  4.670  6.125
H  3.801  5.545  5.458
H  9.401  5.831  3.269
H  9.521  7.369  4.162
H  9.204  7.376  2.417
C  3.174  0.924  -11.662
O  2.341  2.068  -11.910
P  2.906  3.519  -11.562
O  4.330  3.534  -11.227
O  1.929  4.083  -10.459
C  1.877  3.378  -9.211
O  2.456  4.404  -12.785
C  2.774  3.942  -14.103
H  3.388  0.828  -10.599
H  2.624  0.050  -12.001
H  4.107  1.003  -12.216
H  2.882  3.190  -8.831
H  1.343  2.441  -9.335
H  1.334  3.998  -8.503
H  2.004  3.251  -14.444
H  3.747  3.449  -14.126
H  2.798  4.808  -14.758
C  -1.248  -4.370  2.286
O  -0.368  -3.427  1.631
P  -0.663  -1.881  1.841
O  -1.660  -1.565  2.865
O  -0.993  -1.347  0.386
C  -2.155  -1.910  -0.244
O  0.769  -1.250  2.065
C  1.605  -1.845  3.069
H  -2.263  -4.260  1.907
H  -0.886  -5.374  2.080
H  -1.243  -4.205  3.361
H  -3.011  -1.899  0.433
H  -1.947  -2.932  -0.559
H  -2.375  -1.306  -1.121
H  2.144  -2.687  2.640
H  1.018  -2.180  3.924
H  2.314  -1.090  3.396
C  -7.563  -3.077  1.748
O  -7.219  -3.509  3.071
P  -5.710  -3.943  3.372
O  -4.776  -3.630  2.286
O  -5.805  -5.458  3.778
C  -6.295  -6.384  2.800
O  -5.398  -3.285  4.766
C  -5.659  -1.888  4.929
H  -7.419  -3.882  1.029
H  -8.612  -2.793  1.766
H  -6.961  -2.218  1.456
H  -5.795  -6.240  1.842
H  -7.373  -6.260  2.681
H  -6.089  -7.389  3.157
H  -6.703  -1.741  5.203
H  -5.434  -1.336  4.015
H  -5.020  -1.527  5.729
C  -3.873  -12.462  4.507
O  -3.215  -11.524  5.374
P  -3.112  -9.998  4.918
O  -3.917  -9.671  3.738
O  -1.567  -9.720  4.794
C  -0.837  -10.471  3.812
O  -3.444  -9.198  6.234
C  -4.638  -9.540  6.947
H  -3.341  -12.551  3.561
H  -3.870  -13.423  5.015
H  -4.900  -12.155  4.319
H  -1.347  -10.452  2.849
H  -0.719  -11.502  4.150
H  0.146  -10.023  3.704
H  -4.435  -10.372  7.620
H  -5.445  -9.807  6.264
H  -4.934  -8.670  7.526
C  5.073  -8.736  1.997
O  5.095  -10.171  2.005
P  3.733  -10.959  2.276
O  2.541  -10.107  2.269
O  4.001  -11.762  3.606
C  4.267  -11.011  4.794
O  3.758  -12.128  1.224
C  3.992  -11.797  -0.150
H  4.786  -8.349  2.974
H  6.079  -8.402  1.758
H  4.380  -8.367  1.243
H  3.529  -10.218  4.928
H  5.270  -10.585  4.748
H  4.211  -11.698  5.633
H  5.064  -11.740  -0.334
H  3.521  -10.850  -0.415
H  3.564  -12.591  -0.755

Total charge: +1
Total energy in eV: -188870.65688
Maximum force in eV/Å: 3.05
Spin multiplicity: 1

Atomic partial charges in e from the Löwdin method, atoms 1 to 5: -0.06, -0.16, -0.47, 0.16, -0.03

---

Record order is preserved below.
Frontier orbital gap: 10.331, 7.669 eV